# 1
# C22H26FN3O5S2

The molecule C22H26FN3O5S2 at a distorted geometry (ωB97M-V/def2-TZVPD, the Open Molecules 2025 dataset).

Positions of all 59 atoms, in Å:
O (-5.436, -1.092, -1.868)
C (-5.185, -0.717, -0.740)
C (-5.406, 0.703, -0.335)
C (-4.841, 1.707, -1.112)
C (-5.060, 3.038, -0.807)
C (-5.867, 3.385, 0.264)
C (-6.461, 2.401, 1.036)
C (-6.220, 1.076, 0.727)
F (-6.807, 0.121, 1.488)
N (-4.739, -1.575, 0.217)
C (-4.184, -1.200, 1.497)
C (-2.745, -1.755, 1.600)
N (-2.174, -1.928, 0.283)
S (-1.771, -0.476, -0.464)
O (-2.331, 0.641, 0.245)
O (-1.982, -0.579, -1.874)
C (-0.003, -0.498, -0.151)
C (0.782, -1.376, -0.875)
C (2.142, -1.438, -0.613)
C (2.677, -0.620, 0.365)
S (4.438, -0.667, 0.723)
O (4.612, -0.708, 2.144)
O (5.025, -1.716, -0.064)
N (4.857, 0.865, 0.201)
C (4.969, 0.987, -1.238)
C (6.324, 0.508, -1.758)
C (7.449, 1.237, -1.027)
C (7.300, 1.028, 0.478)
C (5.926, 1.515, 0.933)
C (1.892, 0.259, 1.088)
C (0.533, 0.319, 0.828)
C (-2.866, -2.921, -0.518)
C (-4.373, -2.911, -0.196)
H (-4.219, 1.419, -1.945)
H (-4.604, 3.808, -1.409)
H (-6.043, 4.424, 0.500)
H (-7.103, 2.644, 1.868)
H (-4.154, -0.113, 1.573)
H (-4.810, -1.603, 2.301)
H (-2.725, -2.726, 2.101)
H (-2.110, -1.062, 2.150)
H (0.321, -1.986, -1.635)
H (2.797, -2.111, -1.143)
H (4.157, 0.401, -1.674)
H (4.815, 2.041, -1.491)
H (6.404, -0.564, -1.576)
H (6.385, 0.686, -2.833)
H (8.417, 0.865, -1.365)
H (7.400, 2.306, -1.252)
H (7.385, -0.036, 0.711)
H (8.079, 1.566, 1.021)
H (5.762, 1.291, 1.987)
H (5.828, 2.594, 0.773)
H (2.357, 0.871, 1.844)
H (-0.122, 0.994, 1.357)
H (-2.426, -3.904, -0.322)
H (-2.702, -2.649, -1.560)
H (-4.958, -3.169, -1.079)
H (-4.610, -3.602, 0.618)

Its total energy is -62331.3605 eV. The structure (SMILES) is O=C(c1ccccc1F)N1CCN(S(=O)(=O)c2ccc(S(=O)(=O)N3CCCCC3)cc2)CC1. The HOMO energy comes out at -9.3 eV. The multiplicity is 1. For the gap between HOMO and LUMO, the calculation gives 9.3 eV. For the relative energy (zero: lowest compared OMol25 entry of this formula, charge and spin), the calculation gives 1.2276 eV.


# 2
# C22H26FeNO

A structure of composition C22H26FeNO at a distorted geometry (ωB97M-V/def2-TZVPD, the Open Molecules 2025 dataset).

Positions of all 51 atoms, in Å:
C (3.387, -1.194, 1.278)
C (2.095, -1.860, 1.382)
C (1.645, -1.752, 2.762)
C (2.657, -1.019, 3.507)
C (3.732, -0.675, 2.591)
Fe (1.990, 0.020, 1.962)
C (1.774, 1.951, 2.367)
C (2.239, 1.736, 1.005)
C (1.304, 0.864, 0.340)
C (0.194, 0.576, 1.265)
C (-0.929, -0.249, 0.954)
C (-2.221, -0.105, 1.521)
C (-3.115, -1.215, 1.472)
C (-4.436, -1.080, 1.866)
C (-4.928, 0.157, 2.309)
C (-4.053, 1.250, 2.410)
C (-2.711, 1.126, 2.067)
C (0.541, 1.225, 2.543)
H (4.013, -1.158, 0.389)
H (1.594, -2.413, 0.591)
H (0.748, -2.206, 3.176)
H (2.643, -0.833, 4.578)
H (4.665, -0.187, 2.860)
H (2.247, 2.601, 3.098)
H (3.112, 2.203, 0.560)
H (1.288, 0.536, -0.697)
H (-0.758, -1.038, 0.209)
H (-2.718, -2.176, 1.133)
H (-5.097, -1.944, 1.820)
H (-5.981, 0.268, 2.569)
H (-4.432, 2.210, 2.762)
H (-2.027, 1.974, 2.165)
H (-0.104, 1.194, 3.419)
O (-2.294, -3.356, -1.446)
C (-2.275, -2.962, -2.802)
C (-2.849, -1.553, -2.843)
C (-2.902, -0.974, -4.265)
C (-2.575, 0.518, -4.100)
C (-1.785, 0.609, -2.781)
N (-2.027, -0.635, -2.094)
H (-2.016, -4.286, -1.406)
H (-1.244, -2.936, -3.187)
H (-2.911, -3.601, -3.437)
H (-3.869, -1.598, -2.407)
H (-2.134, -1.467, -4.871)
H (-3.875, -1.159, -4.724)
H (-2.017, 0.921, -4.947)
H (-3.509, 1.078, -3.992)
H (-0.708, 0.695, -3.013)
H (-2.050, 1.488, -2.170)
H (-2.154, -0.604, -1.090)

The charge is -1. Its total energy is -61155.5540 eV. The HOMO energy (spin up / spin down) comes out at -1.1 / -2.6 eV. The multiplicity is 5. As for the expectation value of S²: 6.1333. For the gap between HOMO and LUMO (spin up / spin down), the calculation gives 3.9 / 5.4 eV. For the relative energy (zero: lowest compared OMol25 entry of this formula, charge and spin), the calculation gives 0.0000 eV.


# 3
# C22H26GeIN2O2ScSe

A structure of composition C22H26GeIN2O2ScSe at a distorted geometry (ωB97M-V/def2-TZVPD, the Open Molecules 2025 dataset).

Positions of all 56 atoms, in Å:
Sc (0.014, 0.792, 0.477)
C (-3.121, 2.948, -1.853)
C (-3.336, 4.107, -1.125)
C (-2.554, 4.362, -0.008)
C (-1.594, 3.440, 0.378)
N (-1.397, 2.304, -0.328)
C (-2.137, 2.081, -1.423)
C (-0.735, 3.615, 1.576)
C (-0.727, 4.773, 2.337)
C (0.094, 4.850, 3.452)
C (0.908, 3.773, 3.763)
C (0.865, 2.658, 2.950)
N (0.053, 2.564, 1.889)
H (-3.701, 2.712, -2.733)
H (-4.104, 4.806, -1.425)
H (-2.705, 5.269, 0.556)
H (-1.920, 1.170, -1.969)
H (-1.343, 5.617, 2.066)
H (0.109, 5.740, 4.066)
H (1.572, 3.800, 4.615)
H (1.504, 1.805, 3.146)
I (6.363, -2.750, -4.058)
C (4.842, -1.696, -3.090)
C (5.166, -0.754, -2.115)
C (4.163, -0.098, -1.433)
C (2.825, -0.375, -1.729)
C (2.507, -1.299, -2.732)
C (3.511, -1.958, -3.409)
C (1.763, 0.195, -0.935)
O (1.967, 0.777, 0.196)
O (0.512, 0.072, -1.259)
H (6.199, -0.538, -1.882)
H (4.410, 0.628, -0.670)
H (1.468, -1.514, -2.943)
H (3.259, -2.679, -4.174)
C (-1.340, -2.694, -2.230)
Ge (-1.156, -3.202, -0.339)
C (0.620, -2.993, 0.529)
C (-1.729, -5.047, -0.036)
C (-2.450, -1.980, 0.637)
Se (-1.794, -0.612, 1.878)
C (-1.054, -1.764, 3.272)
H (-0.812, -3.412, -2.857)
H (-0.967, -1.695, -2.438)
H (-2.398, -2.747, -2.489)
H (1.416, -3.297, -0.150)
H (0.658, -3.658, 1.391)
H (0.839, -1.981, 0.877)
H (-1.087, -5.727, -0.596)
H (-2.752, -5.194, -0.381)
H (-1.672, -5.314, 1.019)
H (-3.149, -2.576, 1.222)
H (-3.038, -1.411, -0.086)
H (-1.686, -2.646, 3.335)
H (-1.124, -1.205, 4.201)
H (-0.025, -2.038, 3.067)

The charge is +2. Its total energy is -180964.8315 eV. The HOMO energy comes out at -13.4 eV. The multiplicity is 1. For the gap between HOMO and LUMO, the calculation gives 6.6 eV. For the relative energy (zero: lowest compared OMol25 entry of this formula, charge and spin), the calculation gives 0.4633 eV.


# 4
# C22H26HgN4O3

A structure of composition C22H26HgN4O3 at a distorted geometry (ωB97M-V/def2-TZVPD, the Open Molecules 2025 dataset).

Positions of all 56 atoms, in Å:
C (-0.345, -2.176, -4.183)
C (-1.090, -1.273, -4.842)
H (-0.887, -3.122, -3.953)
H (0.614, -2.536, -4.625)
C (-1.500, 0.099, -4.480)
C (-1.371, 0.847, -3.316)
H (-1.377, 0.356, -2.346)
H (-0.466, 1.518, -3.290)
C (-1.668, -1.677, -6.208)
H (-1.401, -2.700, -6.455)
H (-1.332, -1.058, -7.050)
H (-2.763, -1.635, -6.207)
C (-2.269, 0.846, -5.605)
H (-3.255, 0.436, -5.825)
H (-1.718, 0.942, -6.532)
H (-2.433, 1.853, -5.236)
Hg (-0.440, 0.514, 1.885)
O (0.884, -0.457, 0.260)
C (1.445, -0.090, -0.789)
O (1.654, 1.936, 1.440)
C (2.124, 2.039, 0.282)
O (2.956, 3.015, -0.009)
N (1.887, 1.206, -0.859)
C (3.275, 2.993, -1.425)
C (2.405, 1.923, -2.031)
H (4.332, 2.732, -1.552)
H (3.097, 3.996, -1.834)
H (2.964, 1.251, -2.670)
H (1.614, 2.393, -2.639)
C (1.544, -1.138, -2.003)
C (0.581, -2.150, -2.060)
H (1.559, -0.485, -2.859)
H (-0.483, -1.952, -1.741)
H (0.749, -3.168, -2.026)
N (-0.154, -0.346, 5.327)
C (-0.063, -1.512, 4.560)
C (0.062, -2.734, 5.262)
C (0.227, -3.910, 4.556)
C (0.252, -3.852, 3.154)
C (0.104, -2.617, 2.531)
N (-0.061, -1.463, 3.226)
C (-0.540, 0.969, 5.085)
C (-0.663, 1.838, 6.185)
C (-1.051, 3.150, 5.985)
C (-1.313, 3.589, 4.676)
C (-1.166, 2.701, 3.630)
N (-0.801, 1.406, 3.845)
H (-0.024, -0.526, 6.316)
H (0.011, -2.696, 6.352)
H (0.333, -4.864, 5.072)
H (0.381, -4.738, 2.543)
H (0.121, -2.520, 1.445)
H (-0.451, 1.428, 7.173)
H (-1.151, 3.840, 6.821)
H (-1.624, 4.601, 4.455)
H (-1.315, 2.979, 2.585)

The charge is +2. Its total energy is -39489.9516 eV. The HOMO energy (spin up / spin down) comes out at -12.2 / -12.2 eV. The multiplicity is 1. For the gap between HOMO and LUMO (spin up / spin down), the calculation gives 5.0 / 4.2 eV. For the relative energy (zero: lowest compared OMol25 entry of this formula, charge and spin), the calculation gives 4.8717 eV.